Computed, not measured: 8 unconnected molecules or ions with the total composition C37H73FO10S, with wB97M-V/def2-TZVPD.

XYZ file:
```
122
Properties=species:S:1:pos:R:3:forces:R:3
H 0.454 2.873 4.011 0.03 0.06 -0.18
H -8.127 -0.241 -2.955 -0.01 -0.02 -0.01
C -3.139 5.747 -6.656 0.01 0.65 0.06
H -1.872 -3.141 -0.740 0.04 0.04 0.07
H 2.082 -6.134 3.595 -0.11 0.02 0.05
H -1.148 5.889 -5.831 0.00 -0.05 -0.05
H -2.030 3.956 10.118 -0.02 0.01 -0.03
C 1.845 -7.798 4.957 -0.31 0.34 -0.45
H -4.123 3.114 -3.124 0.12 0.00 0.05
O 5.205 -1.241 0.660 -0.08 -0.20 0.17
O 2.088 -8.790 3.960 0.17 -0.20 0.20
H -3.201 1.829 -2.367 -0.08 -0.06 -0.11
C 0.591 2.447 -0.124 0.53 -0.01 0.53
C -1.800 6.452 -6.500 0.15 -0.16 0.07
O -7.478 0.337 -3.369 0.30 0.26 -0.04
H 3.569 -6.625 4.396 0.00 -0.02 0.07
H -2.980 4.744 -7.055 -0.07 -0.07 0.15
C 3.307 -5.895 0.601 0.11 0.27 -0.50
C 4.158 -4.661 0.810 0.08 0.15 0.23
H 1.590 3.288 6.212 0.07 -0.04 0.02
C -7.706 0.310 -4.779 -0.49 -0.44 0.10
H -0.133 -7.311 4.230 0.07 0.10 0.00
O 0.413 1.763 -4.814 0.04 -0.40 0.65
C 7.408 -0.271 0.800 0.04 0.04 0.20
H -8.222 -1.790 -4.823 -0.09 0.07 -0.05
H 3.099 2.784 3.007 0.00 -0.03 -0.01
C -1.848 3.207 9.346 -0.06 -0.14 0.14
C -9.102 0.831 -5.084 0.01 0.22 -0.01
H 2.300 -8.161 5.880 0.05 -0.16 -0.09
S -2.554 0.261 -5.009 0.22 -0.05 -0.53
C 2.496 -6.488 4.545 0.20 0.04 0.00
C -7.515 -1.106 -5.300 0.22 -0.03 -0.04
O 2.160 2.976 2.910 -0.36 0.12 -0.16
H 4.666 -6.872 -0.781 -0.01 0.02 -0.02
H -0.704 3.806 0.847 -0.12 0.09 -0.10
F 0.605 -1.087 -4.269 0.13 0.19 -0.28
H -4.604 0.872 -3.990 -0.17 0.25 -0.22
C 3.620 -6.564 -0.729 -0.08 -0.21 0.01
H 1.367 4.153 8.483 0.00 0.00 0.07
H -6.962 0.969 -5.231 0.06 0.04 0.17
C 0.070 2.031 -2.439 0.05 -0.43 -0.98
C 6.938 -2.238 -0.688 -0.03 -0.21 0.02
H -9.860 0.209 -4.601 0.04 -0.09 -0.07
H 3.155 3.329 5.380 -0.03 -0.13 0.02
C 1.655 -0.334 -2.340 1.02 -0.91 0.42
H 2.345 -5.714 5.299 -0.01 0.01 -0.03
H -6.512 -1.467 -5.067 0.02 0.05 -0.05
H 6.793 -2.223 1.457 -0.16 0.00 0.04
H 1.957 4.565 5.038 -0.06 -0.02 0.00
H 1.777 -4.889 -0.064 -0.01 0.00 0.00
C -0.484 3.307 -0.090 0.28 0.14 1.52
C 0.839 1.820 -1.301 1.02 -1.20 -0.79
C -0.898 -3.057 -0.259 0.65 -0.28 -0.30
H -0.130 4.663 7.719 -0.11 0.01 0.06
H -3.633 6.639 -8.571 -0.01 0.03 0.01
H 6.705 -1.589 -1.537 0.08 0.08 0.05
H -1.298 6.567 -7.461 0.00 0.03 0.02
C 0.937 -0.118 -3.429 -0.36 1.00 0.25
H -2.113 4.161 -1.089 0.01 -0.01 -0.17
H 7.190 0.438 -0.003 0.03 -0.08 -0.07
H -2.184 4.247 -3.471 0.00 -0.08 -0.25
H -2.310 2.269 9.655 0.04 0.01 0.04
H 3.954 -3.929 0.023 0.09 -0.02 -0.04
H -1.539 2.993 -4.524 -0.03 -0.19 0.09
O 3.040 0.975 -0.879 -0.51 -0.54 -0.06
H 1.288 0.564 3.623 -0.04 0.02 0.01
H -4.275 7.516 -7.170 0.12 0.03 -0.01
O -3.752 5.588 -5.376 -0.03 -0.39 0.04
C -0.359 3.014 9.103 -0.35 0.35 -0.44
H -4.143 1.992 -5.290 0.18 -0.01 -0.01
H 2.753 0.917 4.526 0.00 0.07 0.09
C 0.001 -2.000 -0.943 -1.37 -0.08 0.94
H -0.109 -8.579 5.446 0.04 0.01 0.05
H 0.116 2.654 10.016 0.05 -0.16 -0.10
H 7.150 0.219 1.740 0.02 -0.05 0.02
C -1.259 3.497 -1.185 -1.06 0.75 -0.08
H 0.489 -1.427 -0.141 0.40 -0.11 -0.25
H -0.578 2.312 7.296 -0.05 0.01 0.02
H 3.473 -6.606 1.413 -0.17 0.02 0.05
H -2.115 -0.350 -3.888 -0.44 0.32 0.10
H 1.690 -8.483 3.138 -0.01 0.03 0.00
H -3.901 6.465 -5.006 0.01 0.03 -0.04
O 0.905 -2.572 -1.857 0.49 0.12 0.13
H 1.190 0.885 5.364 0.05 -0.01 0.02
H -2.350 3.525 8.428 0.07 0.10 0.00
C -3.306 2.405 -3.291 0.16 0.17 -0.53
H 2.679 -1.850 -1.107 0.19 0.34 -0.19
H 8.480 -0.479 0.798 0.00 0.02 -0.02
C 0.303 4.310 8.660 0.21 0.00 0.06
C 1.968 0.828 -1.432 -0.04 0.31 -0.19
C 2.083 3.505 5.263 -0.14 0.24 0.00
H -5.026 6.009 -7.675 0.04 -0.04 -0.03
H -9.225 1.844 -4.698 0.04 0.01 -0.04
H -7.659 -1.154 -6.381 -0.02 -0.03 0.01
H -0.424 -4.042 -0.304 -0.02 0.09 -0.01
H 2.610 -2.215 -2.876 0.14 0.07 0.12
C 0.346 -7.630 5.159 -0.08 -0.14 0.14
H -0.700 -1.301 -1.425 0.39 0.11 -0.23
H 0.131 -6.891 5.933 -0.02 0.01 -0.03
H -9.294 0.842 -6.158 -0.02 -0.02 0.01
H 0.186 5.093 9.411 -0.01 0.01 -0.02
H -1.936 7.443 -6.057 -0.07 0.03 -0.10
C 1.515 2.649 4.142 0.64 -0.23 0.25
H 7.996 -2.504 -0.734 -0.01 0.01 -0.03
H 3.416 -5.882 -1.560 0.07 0.08 0.05
C 6.598 -1.546 0.624 0.01 0.37 -0.53
C 1.692 1.168 4.437 -0.20 -0.11 -0.10
H 2.991 -7.443 -0.874 0.03 -0.02 0.04
C -4.068 6.522 -7.578 -0.15 -0.15 -0.08
H 5.012 -0.642 -0.072 -0.08 0.08 0.07
H 6.346 -3.147 -0.807 0.03 -0.01 0.05
H 3.911 -4.183 1.759 0.04 -0.02 0.01
H 5.225 -4.892 0.804 -0.01 0.00 -0.03
C -3.784 1.464 -4.406 0.15 -0.57 1.08
C 2.092 -1.766 -2.029 -0.99 -0.03 0.18
H -1.017 -2.825 0.801 -0.17 0.08 -0.11
O -0.161 2.008 8.109 0.21 -0.19 0.19
H 1.236 2.255 0.726 -0.11 0.19 0.08
C -1.967 3.178 -3.543 -0.47 0.02 0.66
C 0.446 1.287 -3.700 -0.03 0.24 -0.48
C -1.011 2.884 -2.401 -0.12 0.33 -0.85
O 1.930 -5.524 0.647 -0.16 -0.22 0.22
```
Positions in Å, forces in eV/Å.

Strongest force on any atom ... 1.76 eV/Å
Net charge ... 0
HOMO level ... -8.780 eV
Structure (SMILES) ... CCOCC1=C(F)C(=O)c2c(CCCS)cccc2C1=O.CC(C)O.CC(C)O.CC(C)O.CC(C)O.CC(C)O.CC(C)O.CC(C)O